1.
The following is a DFT calculation (ωB97M-V/def2-TZVPD) of a structure of composition C26H20AsN2O3PReS6 in a non-equilibrium geometry.

Output
* 2S+1: 1
* HOMO (alpha / beta): -0.3957 / -0.3957 Ha
* gap between HOMO and LUMO (alpha / beta): 5.0 / 5.0 eV
* total energy: -6382.4377 a.u.
* total charge: +1

Each line ends with the natural charge from an NBO analysis.
Element x y z (Å)
Re (-1.237, 0.413, 1.298)  1.11
As (-0.785, 4.382, 1.545)  0.79
S (0.635, 1.419, 0.161)  -0.29
S (-0.369, 1.341, 3.222)  0.11
S (-2.074, 2.852, 0.488)  0.00
S (0.450, 3.181, 3.039)  -0.18
S (-1.636, 1.377, -2.380)  -0.53
S (-2.867, 3.956, 2.113)  -0.18
P (0.280, 1.440, -1.919)  1.18
O (-3.036, 0.686, 1.878)  -0.66
O (-0.470, -1.127, 0.127)  -0.66
O (1.014, -4.417, 2.270)  -0.66
N (-1.455, -1.380, 2.388)  -0.31
N (-0.757, -2.447, 1.952)  -0.42
C (1.521, -4.281, -1.829)  -0.26
C (2.520, 5.383, -2.447)  -0.18
C (-0.256, -2.257, 0.758)  0.58
C (0.485, 4.201, -1.988)  -0.23
C (-4.661, 1.262, 3.477)  -0.26
C (-4.764, 0.076, 5.571)  -0.21
C (3.123, 4.203, -2.852)  -0.20
C (-3.156, -0.596, 3.903)  -0.21
C (2.381, -0.383, -2.049)  -0.19
C (0.729, -3.329, -1.233)  -0.15
C (2.973, -1.542, -4.067)  -0.13
C (1.024, -0.138, -4.039)  -0.17
C (2.423, 3.006, -2.784)  -0.21
C (1.113, 3.004, -2.319)  -0.33
C (-3.779, -0.780, 5.149)  -0.13
C (0.547, -3.313, 0.156)  -0.20
C (1.873, -0.997, -4.716)  -0.22
C (-3.606, 0.445, 3.058)  0.41
C (3.226, -1.238, -2.738)  -0.21
C (2.169, -5.232, -1.041)  -0.13
C (1.192, 5.390, -2.040)  -0.20
C (1.165, -4.311, 0.946)  0.37
C (1.284, 0.164, -2.705)  -0.43
C (-2.170, -1.524, 3.460)  0.16
C (-5.209, 1.100, 4.729)  -0.14
C (1.997, -5.243, 0.325)  -0.28
H (0.167, 0.304, -4.532)  0.24
H (2.802, -5.976, -1.505)  0.22
H (2.895, 2.080, -3.084)  0.23
H (0.205, -2.590, -1.822)  0.23
H (4.081, -1.665, -2.233)  0.23
H (-3.458, -1.603, 5.775)  0.23
H (0.711, 6.317, -1.755)  0.22
H (3.640, -2.205, -4.604)  0.22
H (-5.002, 2.037, 2.805)  0.23
H (-2.056, -2.458, 4.001)  0.23
H (-5.995, 1.766, 5.057)  0.24
H (3.086, 6.305, -2.457)  0.23
H (2.566, -0.139, -1.011)  0.23
H (2.476, -5.985, 0.950)  0.24
H (4.146, 4.201, -3.201)  0.23
H (-0.563, 4.201, -1.715)  0.22
H (-5.208, -0.048, 6.548)  0.24
H (1.634, -4.296, -2.904)  0.22
H (0.356, -3.765, 2.573)  0.50
H (1.683, -1.230, -5.755)  0.23



2.
The following is a DFT calculation (ωB97M-V/def2-TZVPD) of a structure of composition C26H20BrN7Pd.

Output
* 2S+1: 5
* HOMO (alpha / beta): -0.7218 / -0.7339 Ha
* gap between HOMO and LUMO (alpha / beta): 7.5 / 5.5 eV
* total energy: -4086.4485 a.u.
* total charge: +4
* expectation value of S²: 6.0944

Each line ends with the natural charge from an NBO analysis.
Element x y z (Å)
Pd (-0.519, 0.359, 0.055)  1.17
Br (-5.034, 6.355, -0.807)  0.58
N (1.487, 0.763, 0.737)  -0.45
N (-0.812, -1.711, -0.394)  -0.35
N (-0.513, 2.594, 0.411)  -0.56
N (0.014, 0.154, -2.135)  -0.48
N (-1.963, -1.292, 4.197)  -0.46
N (-1.248, -2.622, 0.447)  -0.12
N (-1.308, -0.843, 2.007)  -0.55
C (2.460, -0.124, 0.871)  0.09
C (-3.672, 5.225, -0.407)  -0.07
C (0.183, -1.504, -3.881)  -0.10
C (-2.814, -4.803, 4.688)  -0.04
C (-1.938, -3.110, 2.659)  -0.09
C (-2.640, 3.062, -0.607)  -0.24
C (-2.580, -5.302, 3.383)  -0.13
C (0.651, 3.001, 0.797)  0.23
C (3.747, 0.240, 1.278)  -0.17
C (-0.577, -2.102, -1.626)  0.22
C (-3.679, 3.895, -0.912)  -0.14
C (0.457, 1.061, -2.986)  0.09
C (-0.119, -1.131, -2.576)  0.05
C (-2.601, 5.671, 0.417)  -0.12
C (0.785, 0.759, -4.316)  -0.16
C (-2.150, -4.477, 2.380)  -0.14
C (1.743, 2.068, 0.994)  0.05
C (2.995, 2.503, 1.399)  -0.13
C (-1.568, 4.826, 0.706)  -0.25
C (-1.557, 3.510, 0.184)  0.34
C (-1.490, -2.163, 1.706)  0.37
C (0.645, -0.536, -4.771)  -0.12
C (-1.550, -0.463, 3.243)  0.34
C (-2.183, -2.632, 3.983)  0.31
C (-2.620, -3.476, 4.997)  -0.26
C (4.019, 1.567, 1.546)  -0.11
H (2.222, -1.157, 0.649)  0.23
H (-0.784, 5.189, 1.356)  0.25
H (0.889, -0.799, -5.792)  0.28
H (5.006, 1.879, 1.860)  0.28
H (-4.502, 3.565, -1.532)  0.28
H (-2.748, -6.353, 3.187)  0.28
H (0.060, -2.534, -4.193)  0.27
H (-1.416, 0.573, 3.523)  0.23
H (-1.973, -4.853, 1.383)  0.27
H (-2.630, 2.053, -1.001)  0.23
H (-2.803, -3.100, 5.996)  0.27
H (-3.155, -5.483, 5.458)  0.28
H (-0.732, -3.142, -1.902)  0.26
H (-2.129, -0.916, 5.127)  0.47
H (0.560, 2.074, -2.617)  0.22
H (1.142, 1.547, -4.964)  0.28
H (4.509, -0.522, 1.371)  0.28
H (3.173, 3.553, 1.593)  0.27
H (0.876, 4.053, 0.958)  0.23
H (-2.619, 6.679, 0.812)  0.28



3.
The following is a DFT calculation (ωB97M-V/def2-TZVPD) of a structure of composition C26H20Cl2I2N3O3W.

Output
* 2S+1: 1
* HOMO: -0.5980 Ha
* gap between HOMO and LUMO: 5.0 eV
* total energy: -2974.7741 a.u.
* total charge: +3

Each line ends with the natural charge from an NBO analysis.
Element x y z (Å)
W (-0.496, 0.547, -0.199)  2.37
I (-2.164, -3.325, -3.214)  0.35
I (-2.825, 1.167, -7.095)  0.35
Cl (1.858, -2.088, -0.603)  -0.02
Cl (2.022, -0.191, -2.848)  -0.03
O (-0.978, -0.742, -1.477)  -0.61
O (-0.609, -0.726, 1.142)  -0.59
O (1.234, 1.075, 0.154)  -0.59
N (-0.775, 1.644, -1.991)  -0.57
N (-0.904, 2.388, 0.747)  -0.57
N (-2.582, 0.655, 0.121)  -0.53
C (-3.311, -0.334, 0.549)  0.27
C (2.729, -1.624, -2.079)  -0.37
C (-1.469, -1.749, 1.400)  0.39
C (-1.453, -0.442, -2.713)  0.24
C (-3.167, 1.983, -0.093)  -0.24
C (-1.665, 1.437, -4.271)  -0.06
C (-2.237, 0.523, -5.221)  -0.13
C (-2.822, -1.585, 1.025)  -0.23
C (-1.315, 0.909, -3.014)  0.11
C (4.031, 2.412, 2.033)  -0.07
C (-0.073, 3.049, 1.524)  0.27
C (-1.985, -1.323, -3.625)  -0.15
C (-1.925, -3.906, 2.271)  -0.08
C (-0.780, 3.531, -3.456)  -0.26
C (-3.723, -2.625, 1.318)  -0.09
C (-1.382, 2.789, -4.470)  -0.01
C (1.306, 2.816, 1.730)  -0.23
C (-2.290, 2.939, 0.705)  -0.25
C (-0.499, 2.947, -2.242)  0.11
C (-3.268, -3.783, 1.910)  -0.18
C (1.986, 1.816, 1.006)  0.33
C (2.040, 3.620, 2.625)  -0.07
C (3.392, 3.406, 2.775)  -0.20
C (-1.014, -2.883, 2.039)  -0.25
C (3.339, 1.609, 1.129)  -0.22
C (-2.387, -0.800, -4.879)  -0.26
H (3.753, -1.395, -1.811)  0.25
H (2.674, -2.450, -2.777)  0.25
H (5.095, 2.259, 2.160)  0.26
H (-3.955, -4.591, 2.118)  0.27
H (1.540, 4.397, 3.189)  0.25
H (-4.772, -2.509, 1.074)  0.25
H (0.020, -2.963, 2.343)  0.26
H (-0.527, 4.570, -3.612)  0.28
H (-1.618, 3.254, -5.419)  0.27
H (-3.152, 2.213, -1.158)  0.23
H (3.965, 4.010, 3.465)  0.27
H (-0.036, 3.511, -1.444)  0.23
H (-2.815, -1.488, -5.596)  0.27
H (3.838, 0.843, 0.554)  0.26
H (-4.387, -0.174, 0.598)  0.24
H (-4.199, 2.012, 0.253)  0.25
H (-1.587, -4.813, 2.756)  0.26
H (-2.649, 3.021, 1.731)  0.24
H (-0.499, 3.891, 2.069)  0.24
H (-2.273, 3.932, 0.258)  0.25



4.
The following is a DFT calculation (ωB97M-V/def2-TZVPD) of a structure of composition C26H20Cl2IrN3 in a non-equilibrium geometry.

Output
* 2S+1: 1
* HOMO: -0.5181 Ha
* gap between HOMO and LUMO: 7.1 eV
* total energy: -2191.2546 a.u.
* total charge: +2

Each line ends with the natural charge from an NBO analysis.
Element x y z (Å)
Ir (0.378, -0.577, -0.672)  0.97
Cl (0.365, 0.764, -3.025)  0.05
Cl (0.904, -2.039, -3.238)  0.04
N (0.641, -0.415, 1.469)  -0.40
N (2.530, -0.682, -0.300)  -0.54
N (-1.282, 0.730, -0.372)  -0.44
C (-3.469, -3.450, -0.241)  -0.20
C (-2.050, 4.338, -0.349)  -0.13
C (0.455, -0.603, -4.162)  -0.38
C (4.296, -0.495, 1.273)  -0.20
C (-2.474, -1.268, -0.410)  -0.11
C (3.434, -0.727, -1.291)  0.09
C (1.881, -0.589, 1.962)  0.16
C (0.333, 4.013, -0.324)  -0.14
C (1.004, -0.729, 4.181)  -0.10
C (-3.522, 2.332, -0.388)  -0.06
C (-0.791, 4.862, -0.342)  -0.20
C (0.179, 2.653, -0.303)  -0.27
C (-2.489, 0.175, -0.394)  0.24
C (-0.404, -0.378, 2.299)  0.09
C (2.088, -0.757, 3.318)  -0.19
C (5.232, -0.527, 0.250)  -0.09
C (-3.646, 0.975, -0.406)  -0.25
C (-3.596, -2.073, -0.208)  -0.16
C (-1.110, -3.226, -0.672)  -0.27
C (2.952, -0.595, 0.967)  0.19
C (-2.245, 2.939, -0.350)  -0.13
C (-1.114, 2.090, -0.336)  0.24
C (-2.229, -4.030, -0.477)  -0.15
C (-0.263, -0.519, 3.666)  -0.21
C (-1.233, -1.854, -0.622)  -0.06
C (4.794, -0.670, -1.058)  -0.22
H (5.492, -0.738, -1.879)  0.26
H (1.325, 4.445, -0.340)  0.24
H (-0.520, -0.759, -4.608)  0.26
H (-1.132, -0.474, 4.307)  0.26
H (1.151, -0.863, 5.244)  0.26
H (3.055, -0.802, -2.298)  0.22
H (-0.646, 5.934, -0.358)  0.25
H (1.036, 1.992, -0.264)  0.20
H (-4.621, 0.513, -0.441)  0.25
H (-4.401, 2.965, -0.406)  0.25
H (-4.566, -1.635, -0.015)  0.23
H (-2.132, -5.107, -0.503)  0.24
H (-2.921, 4.982, -0.365)  0.24
H (-1.375, -0.228, 1.851)  0.23
H (-4.340, -4.073, -0.089)  0.24
H (-0.148, -3.694, -0.852)  0.23
H (4.615, -0.381, 2.298)  0.25
H (6.286, -0.437, 0.472)  0.26
H (3.083, -0.915, 3.707)  0.25
H (1.212, -0.390, -4.908)  0.26